No. 1
Formula: C24H34BrIN7O6PS2V
Source: OMol25
Level of theory: wB97M-V/def2-TZVPD

Atoms and positions in Å:
1 V 1.061 -0.552 0.018
2 C 0.119 3.938 -3.313
3 C 0.743 2.821 -2.532
4 C 2.144 2.659 -2.482
5 C 2.757 1.636 -1.774
6 C 1.849 0.822 -1.132
7 Br 3.350 -1.155 0.191
8 N 0.576 0.942 -1.181
9 C -0.057 1.913 -1.854
10 H 0.764 4.814 -3.327
11 H -0.844 4.219 -2.890
12 H -0.041 3.626 -4.347
13 H 2.763 3.373 -3.014
14 H 3.826 1.502 -1.714
15 H -1.137 1.947 -1.835
16 O 1.070 -0.057 3.675
17 C 1.093 0.738 2.796
18 O 0.872 0.256 1.477
19 C 1.350 2.182 2.867
20 C 1.601 2.709 4.135
21 C 1.829 4.064 4.282
22 C 1.814 4.856 3.147
23 C 1.586 4.357 1.880
24 C 1.341 3.002 1.744
25 N 2.043 6.316 3.294
26 O 2.185 6.737 4.417
27 O 2.064 6.971 2.275
28 H 1.615 2.051 4.993
29 H 2.021 4.511 5.246
30 H 1.585 5.028 1.035
31 H 1.127 2.600 0.764
32 C -4.654 -0.445 -5.009
33 O -4.496 -0.411 -3.565
34 C -3.305 -0.358 -3.071
35 S -1.840 -0.386 -3.873
36 S -3.027 -0.352 -1.411
37 H -5.725 -0.464 -5.172
38 H -4.184 -1.341 -5.406
39 H -4.210 0.449 -5.443
40 C -1.780 -4.724 0.311
41 N -1.205 -3.778 -0.652
42 C -1.798 -3.855 -1.997
43 P 0.264 -3.123 -0.529
44 O 0.353 -1.745 -1.251
45 N 0.484 -2.552 1.060
46 C -0.761 -2.104 1.757
47 C 1.397 -3.259 1.986
48 N 1.456 -4.060 -1.065
49 C 1.448 -5.492 -0.731
50 C 2.526 -3.665 -1.990
51 H -2.788 -4.408 0.579
52 H -1.178 -4.788 1.215
53 H -1.827 -5.720 -0.132
54 H -2.868 -3.667 -1.912
55 H -1.638 -4.843 -2.435
56 H -1.370 -3.093 -2.646
57 H -1.410 -1.553 1.073
58 H -0.480 -1.460 2.584
59 H -1.311 -2.957 2.149
60 H 2.282 -3.596 1.454
61 H 0.887 -4.108 2.443
62 H 1.694 -2.562 2.767
63 H 0.669 -5.725 -0.007
64 H 2.408 -5.767 -0.293
65 H 1.283 -6.088 -1.629
66 H 2.415 -2.626 -2.281
67 H 2.462 -4.291 -2.881
68 H 3.499 -3.807 -1.521
69 I -1.896 4.895 0.374
70 C -1.882 3.297 1.669
71 C -1.825 3.310 3.044
72 N -1.797 2.017 3.426
73 N -1.846 1.164 2.393
74 C -1.899 1.936 1.322
75 H -1.816 4.122 3.753
76 H -1.803 1.655 4.365
77 H -1.980 1.500 0.339

total charge = +2
⟨S²⟩ = 0.76
multiplicity = 2
E_HOMO (spin up / spin down) = -13.464 / -13.464 eV
ΔE to the lowest compared entry with this formula, charge and spin = 270.5 kJ/mol
HOMO-LUMO gap (spin up / spin down) = 0.2213 / 0.2212 Eh

Mulliken population analysis, charges in e, atoms 1 to 5:
1 V -1.06
2 C -1.57
3 C 0.51
4 C -0.52
5 C -0.75

No. 2
Formula: C24H34N2PS2
Source: OMol25
Level of theory: wB97M-V/def2-TZVPD

Atoms and positions in Å:
1 C -4.352 0.442 -0.190
2 C -3.703 1.296 0.715
3 C -2.313 1.279 0.829
4 C -1.536 0.381 0.065
5 C -0.090 0.260 0.284
6 S 0.760 -0.934 -0.608
7 C 2.558 -0.654 -0.349
8 C 2.991 0.774 -0.095
9 C 2.477 1.258 1.243
10 S 0.650 1.203 1.515
11 C -2.196 -0.433 -0.880
12 C -3.585 -0.419 -0.994
13 H -5.439 0.454 -0.279
14 H -4.293 1.976 1.329
15 H -1.828 1.970 1.514
16 H 2.844 -1.307 0.483
17 H 3.011 -1.029 -1.273
18 H 4.087 0.794 -0.056
19 H 2.676 1.437 -0.906
20 H 2.897 0.643 2.049
21 H 2.752 2.306 1.411
22 H -1.623 -1.086 -1.537
23 H -4.082 -1.072 -1.709
24 C -0.164 0.636 5.543
25 C 0.348 -0.792 5.694
26 C 1.860 -0.838 5.466
27 C 0.057 -1.323 7.095
28 N -0.306 -1.659 4.687
29 P 0.559 -2.437 3.466
30 H 0.293 -1.496 2.392
31 N -0.713 -3.509 3.187
32 C -0.529 -4.788 2.464
33 C -0.965 -5.950 3.354
34 C 0.958 -4.957 2.146
35 C -1.342 -4.765 1.174
36 C -1.893 -3.132 3.845
37 C -1.654 -2.045 4.727
38 C -2.666 -1.563 5.558
39 C -3.929 -2.171 5.486
40 C -4.165 -3.244 4.616
41 C -3.147 -3.744 3.790
42 H -1.244 0.682 5.714
43 H 0.332 1.277 6.284
44 H 0.060 1.023 4.540
45 H 2.243 -1.863 5.565
46 H 2.155 -0.428 4.491
47 H 2.344 -0.230 6.239
48 H 0.335 -2.383 7.168
49 H 0.662 -0.743 7.804
50 H -0.996 -1.213 7.367
51 H -2.045 -5.957 3.525
52 H -0.689 -6.883 2.846
53 H -0.453 -5.904 4.324
54 H 1.338 -4.176 1.474
55 H 1.558 -4.974 3.067
56 H 1.097 -5.921 1.645
57 H -1.013 -3.941 0.526
58 H -1.193 -5.710 0.635
59 H -2.410 -4.652 1.387
60 H -2.490 -0.737 6.251
61 H -4.733 -1.781 6.111
62 H -5.156 -3.698 4.559
63 H -3.339 -4.590 3.127

total charge = +1
E_HOMO = -9.148 eV
HOMO-LUMO gap = 0.1520 Eh

natural (NBO) population analysis, charges in e, atoms 1 to 5:
1 C -0.12
2 C -0.21
3 C -0.14
4 C -0.09
5 C -0.24

No. 3
Formula: C24H34N3OPPtS
Source: OMol25
Level of theory: wB97M-V/def2-TZVPD

Atoms and positions in Å:
1 Pt 0.293 -0.384 -0.694
2 C 2.559 -0.412 2.159
3 P 1.013 0.221 1.457
4 C 1.122 2.024 1.613
5 C 0.349 2.838 0.777
6 C 0.400 4.220 0.903
7 C 1.238 4.802 1.848
8 C 2.014 4.002 2.678
9 C 1.955 2.618 2.566
10 C -0.242 -0.321 2.648
11 C -0.458 -1.694 2.796
12 C -1.355 -2.160 3.746
13 C -2.055 -1.257 4.539
14 C -1.865 0.107 4.374
15 C -0.959 0.581 3.429
16 H 2.619 -0.108 3.203
17 H 3.431 -0.046 1.613
18 H 2.544 -1.501 2.122
19 H -0.291 2.389 0.031
20 H -0.216 4.844 0.265
21 H 1.284 5.882 1.942
22 H 2.664 4.455 3.419
23 H 2.551 2.009 3.240
24 H 0.083 -2.401 2.172
25 H -1.506 -3.226 3.874
26 H -2.751 -1.621 5.287
27 H -2.417 0.809 4.988
28 H -0.809 1.648 3.313
29 C 3.911 3.107 -1.254
30 N 2.820 2.146 -1.427
31 C 2.396 1.699 -2.594
32 N 3.055 2.074 -3.684
33 S 1.030 0.662 -2.818
34 H 3.948 3.395 -0.206
35 H 3.738 4.012 -1.843
36 H 4.873 2.669 -1.528
37 H 2.228 1.950 -0.647
38 H 3.827 2.718 -3.646
39 H 2.720 1.791 -4.589
40 O 2.395 -2.241 -1.468
41 H 2.867 -1.887 -2.234
42 H 3.066 -2.376 -0.785
43 C -0.672 -3.720 -1.142
44 N -1.357 -3.580 -2.471
45 C -2.714 -4.225 -2.432
46 C -1.398 -2.125 -2.971
47 C -2.228 -1.203 -2.122
48 C -3.589 -1.059 -2.411
49 C -4.407 -0.246 -1.642
50 C -3.866 0.442 -0.563
51 C -2.508 0.345 -0.289
52 C -1.684 -0.461 -1.066
53 H -0.602 -4.778 -0.898
54 H -1.268 -3.205 -0.395
55 H 0.321 -3.282 -1.207
56 H -0.803 -4.087 -3.155
57 H -3.340 -3.676 -1.740
58 H -2.599 -5.252 -2.095
59 H -3.151 -4.209 -3.428
60 H -1.786 -2.181 -3.985
61 H -0.362 -1.796 -3.004
62 H -4.008 -1.584 -3.268
63 H -5.457 -0.143 -1.889
64 H -4.495 1.078 0.051
65 H -2.096 0.908 0.539

total charge = +2
E_HOMO (spin up / spin down) = -13.159 / -13.175 eV
ΔE to the lowest compared entry with this formula, charge and spin = 125.9 kJ/mol
HOMO-LUMO gap (spin up / spin down) = 0.2291 / 0.2294 Eh

natural (NBO) population analysis, charges in e, atoms 1 to 5:
1 Pt 0.47
2 C -0.94
3 P 0.89
4 C -0.43
5 C -0.22

What did the second record say?
Formula: C24H34N2PS2
Source: OMol25
Level of theory: wB97M-V/def2-TZVPD

Atoms and positions in Å:
1 C -4.352 0.442 -0.190
2 C -3.703 1.296 0.715
3 C -2.313 1.279 0.829
4 C -1.536 0.381 0.065
5 C -0.090 0.260 0.284
6 S 0.760 -0.934 -0.608
7 C 2.558 -0.654 -0.349
8 C 2.991 0.774 -0.095
9 C 2.477 1.258 1.243
10 S 0.650 1.203 1.515
11 C -2.196 -0.433 -0.880
12 C -3.585 -0.419 -0.994
13 H -5.439 0.454 -0.279
14 H -4.293 1.976 1.329
15 H -1.828 1.970 1.514
16 H 2.844 -1.307 0.483
17 H 3.011 -1.029 -1.273
18 H 4.087 0.794 -0.056
19 H 2.676 1.437 -0.906
20 H 2.897 0.643 2.049
21 H 2.752 2.306 1.411
22 H -1.623 -1.086 -1.537
23 H -4.082 -1.072 -1.709
24 C -0.164 0.636 5.543
25 C 0.348 -0.792 5.694
26 C 1.860 -0.838 5.466
27 C 0.057 -1.323 7.095
28 N -0.306 -1.659 4.687
29 P 0.559 -2.437 3.466
30 H 0.293 -1.496 2.392
31 N -0.713 -3.509 3.187
32 C -0.529 -4.788 2.464
33 C -0.965 -5.950 3.354
34 C 0.958 -4.957 2.146
35 C -1.342 -4.765 1.174
36 C -1.893 -3.132 3.845
37 C -1.654 -2.045 4.727
38 C -2.666 -1.563 5.558
39 C -3.929 -2.171 5.486
40 C -4.165 -3.244 4.616
41 C -3.147 -3.744 3.790
42 H -1.244 0.682 5.714
43 H 0.332 1.277 6.284
44 H 0.060 1.023 4.540
45 H 2.243 -1.863 5.565
46 H 2.155 -0.428 4.491
47 H 2.344 -0.230 6.239
48 H 0.335 -2.383 7.168
49 H 0.662 -0.743 7.804
50 H -0.996 -1.213 7.367
51 H -2.045 -5.957 3.525
52 H -0.689 -6.883 2.846
53 H -0.453 -5.904 4.324
54 H 1.338 -4.176 1.474
55 H 1.558 -4.974 3.067
56 H 1.097 -5.921 1.645
57 H -1.013 -3.941 0.526
58 H -1.193 -5.710 0.635
59 H -2.410 -4.652 1.387
60 H -2.490 -0.737 6.251
61 H -4.733 -1.781 6.111
62 H -5.156 -3.698 4.559
63 H -3.339 -4.590 3.127

total charge = +1
E_HOMO = -9.148 eV
HOMO-LUMO gap = 0.1520 Eh

natural (NBO) population analysis, charges in e, atoms 1 to 5:
1 C -0.12
2 C -0.21
3 C -0.14
4 C -0.09
5 C -0.24

Repeat the third record exactly.
Formula: C24H34N3OPPtS
Source: OMol25
Level of theory: wB97M-V/def2-TZVPD

Atoms and positions in Å:
1 Pt 0.293 -0.384 -0.694
2 C 2.559 -0.412 2.159
3 P 1.013 0.221 1.457
4 C 1.122 2.024 1.613
5 C 0.349 2.838 0.777
6 C 0.400 4.220 0.903
7 C 1.238 4.802 1.848
8 C 2.014 4.002 2.678
9 C 1.955 2.618 2.566
10 C -0.242 -0.321 2.648
11 C -0.458 -1.694 2.796
12 C -1.355 -2.160 3.746
13 C -2.055 -1.257 4.539
14 C -1.865 0.107 4.374
15 C -0.959 0.581 3.429
16 H 2.619 -0.108 3.203
17 H 3.431 -0.046 1.613
18 H 2.544 -1.501 2.122
19 H -0.291 2.389 0.031
20 H -0.216 4.844 0.265
21 H 1.284 5.882 1.942
22 H 2.664 4.455 3.419
23 H 2.551 2.009 3.240
24 H 0.083 -2.401 2.172
25 H -1.506 -3.226 3.874
26 H -2.751 -1.621 5.287
27 H -2.417 0.809 4.988
28 H -0.809 1.648 3.313
29 C 3.911 3.107 -1.254
30 N 2.820 2.146 -1.427
31 C 2.396 1.699 -2.594
32 N 3.055 2.074 -3.684
33 S 1.030 0.662 -2.818
34 H 3.948 3.395 -0.206
35 H 3.738 4.012 -1.843
36 H 4.873 2.669 -1.528
37 H 2.228 1.950 -0.647
38 H 3.827 2.718 -3.646
39 H 2.720 1.791 -4.589
40 O 2.395 -2.241 -1.468
41 H 2.867 -1.887 -2.234
42 H 3.066 -2.376 -0.785
43 C -0.672 -3.720 -1.142
44 N -1.357 -3.580 -2.471
45 C -2.714 -4.225 -2.432
46 C -1.398 -2.125 -2.971
47 C -2.228 -1.203 -2.122
48 C -3.589 -1.059 -2.411
49 C -4.407 -0.246 -1.642
50 C -3.866 0.442 -0.563
51 C -2.508 0.345 -0.289
52 C -1.684 -0.461 -1.066
53 H -0.602 -4.778 -0.898
54 H -1.268 -3.205 -0.395
55 H 0.321 -3.282 -1.207
56 H -0.803 -4.087 -3.155
57 H -3.340 -3.676 -1.740
58 H -2.599 -5.252 -2.095
59 H -3.151 -4.209 -3.428
60 H -1.786 -2.181 -3.985
61 H -0.362 -1.796 -3.004
62 H -4.008 -1.584 -3.268
63 H -5.457 -0.143 -1.889
64 H -4.495 1.078 0.051
65 H -2.096 0.908 0.539

total charge = +2
E_HOMO (spin up / spin down) = -13.159 / -13.175 eV
ΔE to the lowest compared entry with this formula, charge and spin = 125.9 kJ/mol
HOMO-LUMO gap (spin up / spin down) = 0.2291 / 0.2294 Eh

natural (NBO) population analysis, charges in e, atoms 1 to 5:
1 Pt 0.47
2 C -0.94
3 P 0.89
4 C -0.43
5 C -0.22

> Which formula does entry 2 have?

C24H34N2PS2

> total charge of number 3 (C24H34N3OPPtS)?

+2